Entry 1:
This record from the OMol25 dataset describes a single C4H11NOS molecule. The level of theory is ωB97M-V/def2-TZVPD.

Each line ends with the Mulliken charge.
Element x y z (Å)
O (2.56558, -0.34278, -1.93158)  -0.537
C (1.27754, -0.16898, -1.36970)  -0.493
N (1.19832, -0.49205, 0.01253)  -0.106
C (0.24809, -1.42872, 0.55065)  -0.875
C (-1.23739, -1.11230, 0.28224)  -0.312
C (-1.77809, 0.03797, 1.10230)  -0.841
S (-1.15248, 1.73590, 0.74153)  -0.226
H (2.64851, -1.27346, -2.18042)  0.326
H (0.56866, -0.81900, -1.89410)  0.295
H (1.00088, 0.87487, -1.52687)  0.260
H (1.59609, 0.19548, 0.62881)  0.287
H (0.40032, -1.52206, 1.61986)  0.456
H (0.45850, -2.40270, 0.10196)  0.265
H (-1.38224, -0.91294, -0.76205)  0.269
H (-1.82500, -1.96919, 0.57626)  0.372
H (-2.84820, 0.14956, 1.01757)  0.416
H (-1.55458, -0.09654, 2.16092)  0.333
H (-2.14621, 2.10672, -0.06491)  0.111

Summary:
Structure (SMILES): OCNCCCS
Kohn-Sham gap (eV): 9.23
LUMO (eV): 0.8



Entry 2:
This record from the OMol25 dataset describes a molecular structure, CH8F3NaO7S. The level of theory is ωB97M-V/def2-TZVPD.

Each line ends with the Mulliken charge.
Element x y z (Å)
Na (-1.45171, 0.22203, 0.66153)  0.897
C (3.20981, -0.94509, -0.21742)  0.577
F (3.11573, 0.04038, -1.10903)  -0.215
F (3.98277, -1.90059, -0.71318)  -0.221
F (3.77411, -0.46192, 0.89582)  -0.223
S (1.52623, -1.59553, 0.16693)  1.247
O (1.03959, -2.12778, -1.09870)  -0.863
O (1.69366, -2.55030, 1.22281)  -0.642
O (0.83027, -0.35261, 0.53681)  -0.749
O (-1.56612, -1.49137, -0.97963)  -0.597
H (-0.62553, -1.70047, -1.19817)  0.429
H (-2.09258, -2.10018, -1.50387)  0.255
O (-1.71535, 1.63015, -1.48719)  -0.635
H (-1.08142, 1.13314, -2.01972)  0.343
H (-2.56353, 1.21599, -1.68131)  0.324
O (1.23574, 2.42387, 0.76023)  -0.610
H (1.23978, 1.47325, 0.96534)  0.379
H (0.54407, 2.81188, 1.30391)  0.278
O (-3.32383, 1.50601, 1.74878)  -0.619
H (-4.10951, 1.84890, 1.30933)  0.315
H (-3.66218, 0.92026, 2.43673)  0.333

Summary:
Kohn-Sham gap (eV): 9.13
LUMO (eV): -0.9



Entry 3:
This record from the OMol25 dataset describes 2 unconnected molecules or ions with the total composition C6H17N3. The level of theory is ωB97M-V/def2-TZVPD.

Each line ends with the Mulliken charge.
Element x y z (Å)
C (-1.92292, 0.35904, 0.13495)  0.710
C (-2.35336, 0.70017, 1.42452)  -1.090
C (1.13757, -2.78615, -0.83226)  -1.256
C (1.60204, 2.41306, 0.67755)  -0.981
C (-0.01775, -1.80412, -0.27093)  -0.268
C (1.43041, 1.53970, -0.52100)  -0.349
N (-2.59596, 0.09872, -0.94204)  -0.235
N (0.23512, -0.52070, -0.68772)  -0.463
N (1.36079, 0.07466, -0.11119)  -0.002
H (-2.41085, -0.24673, 1.96331)  0.340
H (-1.70686, 1.36013, 2.00837)  0.303
H (-3.23850, 1.25294, 1.57478)  0.453
H (2.09274, -2.52065, -0.48576)  0.436
H (0.83669, -3.84795, -0.54774)  0.366
H (1.19332, -2.71870, -1.93882)  0.397
H (1.00627, 3.40479, 0.46201)  0.285
H (1.23394, 1.91225, 1.65629)  0.318
H (2.67102, 2.75608, 0.78347)  0.348
H (-0.11627, -1.90420, 0.83333)  0.355
H (-0.87696, -2.19873, -0.95428)  0.245
H (2.17401, 1.62042, -1.20532)  0.436
H (0.42704, 1.79842, -1.01038)  0.242
H (-3.59928, 0.13490, -0.83008)  0.279
H (-2.25787, -0.29407, -1.79646)  0.270
H (1.46697, -0.05381, 0.97190)  0.461
H (2.22866, -0.52946, -0.35649)  0.399

Summary:
Kohn-Sham gap (alpha / beta) (eV): 8.67 / 9.02
Charge: +2
LUMO (alpha / beta) (eV): -9.7 / -9.6



Entry 4:
This record from the OMol25 dataset describes a single C18H22ClN5O4S molecule. The level of theory is ωB97M-V/def2-TZVPD.

Each line ends with the Mulliken charge.
Element x y z (Å)
C (2.13277, -1.80106, -1.98424)  -1.548
C (2.24383, -0.28815, -1.92859)  0.511
C (1.97394, 0.28663, -0.53010)  -0.943
N (1.43220, 1.63360, -0.79565)  0.025
C (0.66214, 2.37926, 0.02862)  0.314
O (0.02256, 3.35083, -0.35046)  -0.713
C (0.60985, 2.00594, 1.49317)  0.861
C (-0.58557, 2.33847, 2.18021)  -0.595
C (-0.66879, 2.05316, 3.50271)  0.456
Cl (-2.11668, 2.40705, 4.38156)  -0.244
C (0.43364, 1.46011, 4.17281)  0.552
C (0.48584, 1.12065, 5.54123)  -0.779
C (1.62596, 0.55806, 6.03659)  -0.414
N (2.73181, 0.29855, 5.29254)  -0.633
C (2.69377, 0.60918, 4.02673)  -0.216
C (1.57022, 1.19511, 3.38909)  0.028
N (1.64939, 1.46113, 2.05819)  -0.454
C (1.41004, 1.90298, -2.23646)  -1.160
C (1.27335, 0.50476, -2.81893)  -0.458
N (-0.10767, 0.08419, -2.64135)  0.097
C (-0.67704, -0.90282, -3.36273)  0.296
O (-0.12756, -1.46498, -4.29265)  -0.682
C (-2.13061, -1.26031, -3.00848)  0.358
C (-2.34528, -2.76708, -3.04578)  -1.488
N (-2.63813, -0.63900, -1.77909)  -0.423
S (-2.12419, -1.00917, -0.26935)  1.138
C (-3.46711, -1.88537, 0.46160)  -1.114
O (-1.01450, -1.91289, -0.36563)  -0.640
O (-1.98162, 0.24454, 0.42136)  -0.584
H (1.14079, -2.12697, -1.67016)  0.194
H (2.31488, -2.17229, -2.99208)  0.399
H (2.86077, -2.25705, -1.31057)  0.458
H (3.24958, 0.01253, -2.23965)  0.442
H (2.87286, 0.33620, 0.07932)  0.426
H (1.23742, -0.31994, 0.00180)  0.277
H (-1.39603, 2.79707, 1.63574)  0.509
H (-0.36328, 1.30618, 6.18313)  0.399
H (1.69488, 0.28764, 7.08295)  0.385
H (3.57145, 0.40875, 3.42033)  0.428
H (2.34363, 2.37026, -2.55794)  0.477
H (0.58429, 2.56892, -2.47381)  0.371
H (1.52085, 0.43729, -3.87624)  0.583
H (-0.59466, 0.45290, -1.84073)  0.072
H (-2.72848, -0.81815, -3.80942)  0.453
H (-2.00710, -3.14526, -4.00694)  0.433
H (-1.77569, -3.26586, -2.26410)  0.356
H (-3.40514, -2.99302, -2.92538)  0.340
H (-2.93302, 0.32524, -1.84008)  0.359
H (-3.16351, -2.14182, 1.47480)  0.391
H (-4.34255, -1.24123, 0.47413)  0.352
H (-3.64849, -2.78477, -0.12204)  0.346

Summary:
Structure (SMILES): C[C@@H]1CN(C(=O)c2cc(Cl)c3ccncc3n2)C[C@@H]1NC(=O)[C@@H](C)NS(C)(=O)=O
Kohn-Sham gap (eV): 8.97
LUMO (eV): -0.2



Entry 5:
This record from the OMol25 dataset describes 2 unconnected molecules or ions with the total composition C17H22N4O4. The level of theory is ωB97M-V/def2-TZVPD.

Each line ends with the Mulliken charge.
Element x y z (Å)
C (-2.39475, 1.20460, -6.80411)  -0.918
N (-2.20200, 1.06256, -5.36227)  -0.128
C (-1.22644, 1.66588, -4.66958)  0.239
O (-0.42343, 2.41184, -5.21937)  -0.673
C (-1.13408, 1.40104, -3.14558)  0.167
C (0.30993, 1.40602, -2.60336)  -0.825
C (0.39590, 0.99817, -1.14250)  0.606
N (1.02014, -0.12203, -0.86156)  -0.208
O (-0.14112, 1.64505, -0.25991)  -0.697
N (-1.84624, 0.19930, -2.67348)  -0.151
C (-1.63211, -1.04962, -3.08996)  0.737
C (-2.42333, -2.13408, -2.39962)  -1.334
O (-0.84831, -1.34005, -3.98074)  -0.614
H (-1.53117, 0.78831, -7.32703)  0.294
H (-3.29585, 0.67774, -7.11968)  0.344
H (-2.48210, 2.26179, -7.06375)  0.287
H (-2.77644, 0.40037, -4.86719)  0.230
H (-1.63298, 2.25285, -2.68174)  0.451
H (0.91080, 0.72451, -3.20548)  0.282
H (0.73371, 2.40414, -2.70778)  0.410
H (1.41785, -0.67364, -1.59742)  0.197
H (1.05075, -0.42533, 0.10602)  0.203
H (-2.47679, 0.32211, -1.89694)  0.243
H (-2.23249, -3.08241, -2.90061)  0.362
H (-2.10318, -2.20093, -1.36128)  0.279
H (-3.48542, -1.90375, -2.44861)  0.349
C (3.46557, -2.64954, 2.29808)  -1.433
C (2.26203, -1.74052, 2.51346)  0.988
O (1.44981, -1.61892, 1.60157)  -0.743
C (2.09388, -1.02896, 3.78482)  0.312
C (2.94672, -1.10453, 4.86504)  -0.817
N (2.43350, -0.30339, 5.87796)  -0.007
C (1.25815, 0.29726, 5.46222)  -0.467
C (0.39283, 1.17574, 6.11525)  -0.738
C (-0.74314, 1.63980, 5.44079)  -0.472
C (-0.99613, 1.22955, 4.12372)  -0.714
C (-0.11777, 0.35010, 3.47731)  -0.301
C (1.00979, -0.12158, 4.15900)  1.073
H (3.43131, -3.09620, 1.30017)  0.331
H (4.39140, -2.07608, 2.39260)  0.366
H (3.46541, -3.45250, 3.03956)  0.379
H (3.85944, -1.69170, 4.92181)  0.387
H (2.85351, -0.17375, 6.79695)  0.199
H (0.59619, 1.49794, 7.13111)  0.342
H (-1.42541, 2.32468, 5.93533)  0.379
H (-1.86894, 1.59992, 3.59487)  0.412
H (-0.30899, 0.04821, 2.45193)  0.391

Summary:
Structure (SMILES): CNC(=O)[C@H](CC(N)=O)NC(C)=O.CC(=O)c1c[nH]c2ccccc12
Kohn-Sham gap (eV): 8.86
LUMO (eV): 0.4



Entry 6:
This record from the OMol25 dataset describes a single C2H4N4S molecule. The level of theory is ωB97M-V/def2-TZVPD.

Each line ends with the Mulliken charge.
Element x y z (Å)
H (-2.90712, 0.06143, -0.74890)  0.242
N (-2.12765, -0.50933, -0.11038)  -0.660
C (-0.93034, -0.17462, -0.03396)  0.484
N (-0.20754, 1.00796, -0.23682)  0.140
N (1.13483, 1.29995, 0.07334)  -0.636
C (1.95138, 0.29418, 0.06627)  0.032
S (1.32247, -1.20635, -0.36562)  -0.095
N (-0.09228, -1.01192, 0.55429)  -0.389
H (-0.70819, 1.83253, -0.36221)  0.217
H (3.02599, 0.31133, 0.46435)  0.362
H (-0.46155, -1.90515, 0.69964)  0.302

Summary:
Structure (SMILES): [H]/N=C1\NN=CSN1
Kohn-Sham gap (eV): 9.30
LUMO (eV): 0.3



Energy relative to the best compared isomer or geometry (same formula, charge and spin)
In order: 1.325, 0.000, 4.881, 0.111, 1.399, 2.860
Unit: eV